# C5H9N2

A gas-phase ion, C5H9N2 (charge +1) at a distorted geometry (ωB97M-V/def2-TZVPD, the OMol25 dataset).

Each line ends with the Mulliken charge.
CARTESIAN COORDINATES (ANGSTROEM)
C 0.7706 1.7546 -0.0373  -0.5889
C -0.3129 -0.7039 -0.9636  -0.8796
C 0.6597 0.5794 0.8190  -0.0838
C 0.4503 -0.7021 0.2980  0.6294
C -0.8501 1.2207 0.6414  -0.3246
N 0.6834 -1.8388 0.8982  -0.4249
N -1.3470 0.3945 -0.5176  -0.1684
H 1.1790 2.6608 0.4195  0.3236
H 0.4256 1.8904 -1.0826  0.1815
H 0.3220 -0.3638 -1.8894  0.2487
H -0.7655 -1.6412 -1.2374  0.4403
H 1.1350 0.6151 1.7714  0.4919
H 0.0176 -2.4820 0.6982  0.1797
H 1.3490 -1.9755 1.6961  0.2281
H -1.6940 0.8351 -1.4099  0.3539
H -2.0226 -0.2433 -0.1040  0.3930

Its total charge is +1. As for the expectation value of S²: 2.0146. As for the total energy: -304.91374 a.u. The value obtained for the energy relative to the best compared isomer or geometry (same formula, charge and spin) is 3.0301 eV. As for the multiplicity: 3.